*one*
179
Properties=species:S:1:pos:R:3:mulliken_charge:R:1 method="wB97M-V/def2-TZVPD" homo_lumo_gap_ev=9.21 e_lumo_ha=0.01887 e_homo_ev=-8.6992 smiles=CC1(C)CCCC(C)(C)N1O.CC1(C)CCCC(C)(C)N1O.COC[C@H](C)N.COC[C@H](C)N.COC[C@H](C)N.COC[C@H](C)N.COC[C@H](C)N.COC[C@H](C)N.COC[C@H](C)N multiplicity=1
O 9.29 9.40 17.78 -0.33
O 14.07 9.66 13.11 0.36
O 15.25 10.95 18.28 0.48
O 19.36 10.79 21.14 -0.54
O 17.81 18.17 13.93 -0.46
O 15.68 14.41 11.33 0.32
O 18.41 10.74 12.12 0.80
O 20.35 6.83 11.11 -0.43
O 21.72 11.51 12.32 -0.13
N 21.69 8.93 13.86 -0.26
N 14.24 8.22 19.28 -0.73
N 11.97 10.84 10.26 -0.74
N 20.26 11.72 20.48 0.12
N 15.83 15.60 10.50 0.38
N 22.40 12.08 14.96 -0.35
N 16.93 14.67 13.69 0.15
N 12.75 9.76 16.87 -0.34
N 16.39 11.38 15.11 -0.01
C 20.32 7.61 12.29 0.46
C 16.41 8.16 18.23 -0.97
C 16.12 13.99 8.45 -1.33
C 20.55 13.65 15.10 -1.09
C 21.96 11.33 10.97 -0.74
C 20.70 11.10 19.23 3.07
C 14.49 17.23 9.32 -1.26
C 8.49 8.25 17.96 -0.74
C 14.44 16.07 10.32 1.85
C 19.45 11.10 18.22 -2.28
C 18.08 14.83 9.65 -2.19
C 17.55 16.02 15.68 -1.51
C 12.91 10.14 12.37 -0.86
C 18.53 19.04 13.05 -0.71
C 15.29 16.99 8.04 -0.64
C 22.44 6.75 13.30 -1.51
C 13.04 10.04 10.85 0.50
C 18.14 10.81 10.64 -0.71
C 14.35 10.58 10.35 0.08
C 13.94 16.61 11.66 -1.76
C 22.98 12.33 19.54 -1.13
C 20.62 12.83 22.62 -1.87
C 21.96 10.82 22.16 -1.66
C 10.86 11.21 16.24 -1.29
C 16.60 15.17 9.27 1.85
C 18.00 9.48 14.93 -0.09
C 16.68 16.39 8.33 -1.46
C 17.65 16.90 13.36 0.10
C 21.32 12.05 21.50 1.63
C 21.30 12.73 12.82 -0.55
C 15.14 12.30 18.46 -1.06
C 21.79 11.99 18.65 -1.12
C 16.96 16.01 14.29 0.32
C 21.73 7.99 12.74 0.22
C 13.41 15.04 9.83 -1.44
C 17.22 10.71 12.89 -0.46
C 21.06 9.65 19.32 -2.13
C 15.56 10.29 19.50 0.24
C 19.10 6.53 10.62 -0.51
C 11.45 10.25 17.24 0.58
C 14.42 8.34 12.94 -1.13
C 10.59 9.04 17.47 -0.72
C 17.49 10.82 14.38 2.64
C 21.13 12.45 14.30 2.56
C 15.56 8.72 19.36 -0.07
C 22.45 12.88 20.88 -1.16
H 14.83 10.51 20.31 0.45
H 15.93 8.37 20.26 0.69
H 19.75 8.51 12.08 -0.40
H 21.91 6.60 14.26 0.33
H 21.24 8.48 14.65 0.32
H 18.37 11.51 14.63 -1.70
H 8.92 7.54 18.68 0.29
H 20.12 12.07 23.27 0.35
H 12.10 11.84 10.42 0.18
H 19.76 7.02 13.03 0.36
H 13.75 8.76 18.56 0.27
H 10.97 8.39 18.30 0.37
H 18.59 19.98 13.54 0.32
H 13.56 7.72 13.07 0.38
H 18.49 7.46 10.35 0.07
H 10.57 8.36 16.60 0.32
H 23.43 7.00 13.58 0.44
H 16.05 8.65 17.31 -0.09
H 17.13 16.89 12.31 -0.10
H 18.70 10.42 18.71 0.00
H 14.56 11.62 10.59 -0.44
H 18.07 9.45 16.03 -0.35
H 15.24 14.28 7.87 0.44
H 12.83 9.03 10.52 0.31
H 16.54 10.63 19.76 -0.63
H 12.05 9.55 12.72 0.39
H 14.35 10.55 9.18 0.37
H 23.58 13.05 19.07 0.50
H 11.57 10.73 18.18 0.32
H 15.76 13.07 8.88 -0.17
H 20.39 13.14 12.44 -0.12
H 16.66 14.00 14.41 -0.13
H 20.57 9.02 18.65 0.33
H 19.07 10.90 10.15 0.33
H 17.50 8.28 18.37 0.13
H 14.72 17.25 12.05 0.26
H 22.16 13.93 20.71 0.35
H 17.09 15.23 16.32 0.36
H 14.32 12.50 19.14 0.42
H 21.32 14.39 15.20 0.75
H 19.02 12.07 18.18 0.47
H 18.18 14.00 10.27 0.37
H 17.25 17.02 8.98 0.46
H 20.97 9.20 20.28 0.45
H 22.04 10.25 10.81 0.10
H 21.26 12.99 18.47 0.26
H 18.71 14.81 8.76 0.56
H 23.67 11.50 19.72 0.38
H 17.95 19.25 12.11 0.21
H 17.32 8.66 14.61 0.24
H 13.64 14.02 10.10 -0.13
H 20.14 13.34 16.05 -0.01
H 17.41 17.00 16.19 0.39
H 8.41 7.72 16.96 0.29
H 15.98 16.37 14.34 0.38
H 7.51 8.58 18.26 0.26
H 19.51 18.59 12.84 0.30
H 17.83 14.41 13.27 -0.23
H 16.16 12.74 18.68 0.22
H 13.47 10.46 17.04 -0.10
H 11.03 10.58 10.50 0.27
H 22.30 5.87 12.67 0.33
H 16.40 11.31 16.15 -0.02
H 22.50 10.23 21.39 0.35
H 21.30 13.43 23.21 0.43
H 15.42 17.96 7.52 0.47
H 15.22 10.04 10.75 -0.30
H 15.14 8.13 13.72 0.16
H 13.01 17.17 11.52 0.58
H 22.36 8.41 11.98 0.15
H 17.49 9.99 10.38 0.23
H 18.62 15.73 15.66 0.21
H 22.12 13.45 12.75 0.49
H 17.25 16.14 7.40 0.32
H 19.65 10.78 17.18 0.17
H 15.09 17.96 9.95 0.30
H 13.85 15.78 12.37 0.27
H 22.13 11.66 17.70 0.50
H 14.85 12.77 17.48 0.23
H 21.13 11.64 10.39 0.23
H 22.86 11.79 10.59 0.31
H 16.30 7.09 18.12 0.48
H 16.95 13.58 7.82 0.45
H 13.86 8.49 20.17 0.33
H 22.59 11.06 23.03 0.44
H 13.51 17.75 9.16 0.27
H 22.15 9.53 19.24 0.47
H 11.55 12.08 16.14 0.30
H 19.02 9.36 14.67 -0.55
H 18.50 5.96 11.32 0.30
H 13.28 15.06 8.72 0.33
H 19.80 13.48 22.32 0.39
H 18.50 11.05 20.81 0.21
H 19.25 5.94 9.70 0.29
H 12.77 9.52 15.88 0.09
H 18.67 16.49 13.21 0.29
H 12.39 15.26 10.21 0.53
H 19.66 14.05 14.60 -0.34
H 22.78 11.19 14.70 0.29
H 15.99 14.69 12.23 0.01
H 16.48 11.47 12.65 0.03
H 17.57 11.77 10.48 -0.22
H 11.10 10.82 15.19 0.13
H 15.49 10.90 14.96 0.00
H 9.86 11.53 16.35 0.45
H 23.17 12.72 14.77 0.33
H 20.51 11.59 14.48 -1.57
H 23.23 12.93 21.67 0.42
H 16.73 9.77 12.66 -0.15
H 21.12 10.18 22.45 0.37
H 12.92 11.16 12.80 0.13
H 18.51 15.74 10.12 0.28
H 14.76 16.32 7.34 0.31
H 14.77 8.06 11.97 0.32
H 21.15 9.79 13.59 -0.44



*two*
179
Properties=species:S:1:pos:R:3:mulliken_charge:R:1 method="wB97M-V/def2-TZVPD" homo_lumo_gap_ev=8.67 e_lumo_ha=0.02194 e_homo_ev=-8.0687 smiles=CC1(C)CCCC(C)(C)N1O.CC1(C)CCCC(C)(C)N1O.COC[C@H](C)N.COC[C@H](C)N.COC[C@H](C)N.COC[C@H](C)N.COC[C@H](C)N.COC[C@H](C)N.COC[C@H](C)N multiplicity=1
O -9.45 16.90 17.15 0.03
O -18.07 11.72 16.26 -0.45
O -8.57 12.76 14.61 -0.01
O -12.69 9.08 18.62 -0.41
O -4.03 13.26 18.01 -0.37
O -13.94 12.23 15.86 0.59
O -15.60 15.44 12.67 -0.30
O -10.27 11.84 22.62 -0.38
O -13.67 17.81 20.41 -0.42
N -13.32 8.74 19.87 0.90
N -17.84 14.45 16.43 -0.37
N -7.60 9.16 14.59 -0.70
N -7.11 14.92 16.68 -0.11
N -14.37 18.88 19.77 0.14
N -18.69 17.24 13.54 -0.72
N -10.71 14.06 16.50 0.78
N -11.35 11.58 19.08 0.17
N -7.53 18.02 15.28 -0.63
C -9.68 18.12 16.51 -0.30
C -8.94 18.20 15.17 -0.37
C -16.46 17.43 14.58 -0.72
C -14.22 17.85 17.49 -0.62
C -8.23 11.44 15.05 0.00
C -10.68 11.16 23.79 -0.71
C -14.65 9.35 20.00 1.64
C -13.87 6.92 21.45 -1.37
C -6.19 14.45 17.72 0.35
C -17.28 16.99 13.33 0.22
C -14.55 10.92 19.83 -1.15
C -14.29 10.93 15.47 -1.01
C -9.60 10.02 13.54 -1.19
C -16.22 17.52 19.03 -1.61
C -8.22 10.37 14.00 0.34
C -6.90 13.56 18.71 -0.74
C -13.12 7.29 20.13 1.45
C -17.01 15.55 12.97 -0.14
C -18.56 10.41 16.54 -0.79
C -12.52 12.56 15.75 -1.20
C -12.19 13.89 16.36 1.27
C -15.23 14.15 12.23 -0.77
C -15.10 18.46 18.58 2.10
C -16.71 13.63 16.77 1.02
C -10.68 13.59 20.28 -1.08
C -14.74 20.85 17.72 -0.69
C -12.11 19.88 18.98 -1.61
C -12.74 15.01 15.46 -0.55
C -14.05 21.28 18.99 -1.44
C -10.58 12.11 20.21 0.42
C -17.15 12.20 17.19 0.31
C -15.87 14.20 17.95 -0.30
C -11.11 11.42 21.50 0.03
C -13.12 20.48 21.17 -1.95
C -15.18 9.01 21.35 -1.23
C -7.73 13.30 13.61 -0.88
C -3.01 12.53 17.40 -0.66
C -15.60 8.86 18.87 -2.02
C -15.69 19.71 17.95 -1.26
C -13.40 20.07 19.71 1.87
C -9.51 17.16 14.21 -0.62
C -9.79 16.85 18.59 0.04
C -13.51 6.34 19.01 -1.77
C -11.62 7.12 20.32 -1.96
C -4.97 13.82 17.08 -0.35
C -15.28 7.51 21.61 -0.71
H -10.18 9.66 14.41 0.20
H -10.75 18.32 16.35 -0.11
H -8.05 8.78 15.43 0.23
H -19.21 16.95 12.72 0.29
H -15.98 7.87 19.06 0.21
H -13.49 10.45 14.93 0.50
H -7.88 12.85 12.63 0.37
H -15.15 10.95 14.81 0.25
H -13.19 7.17 22.27 0.46
H -10.63 17.25 14.10 0.26
H -9.01 11.25 15.78 -0.11
H -17.33 14.86 13.77 -0.06
H -15.53 13.34 12.91 0.24
H -14.31 11.49 20.75 0.55
H -5.38 12.98 16.47 -0.14
H -7.90 13.94 18.91 -0.09
H -11.23 10.28 21.42 -0.20
H -14.84 21.67 19.63 0.42
H -16.97 17.01 15.47 0.08
H -9.55 11.79 20.16 0.47
H -7.53 10.67 13.20 0.41
H -9.97 11.46 24.58 0.27
H -7.88 15.49 16.98 0.21
H -16.88 17.60 12.53 0.32
H -14.49 9.51 22.03 0.47
H -2.44 12.13 18.20 0.26
H -12.14 11.76 21.80 0.16
H -12.18 12.15 18.86 -0.50
H -15.69 13.98 11.21 0.34
H -11.21 7.79 21.10 0.21
H -2.44 13.17 16.69 0.27
H -13.98 17.92 21.29 0.36
H -15.24 21.70 17.28 0.48
H -12.50 16.00 15.88 -0.22
H -13.61 17.02 17.91 0.25
H -11.45 20.69 19.34 0.55
H -16.40 18.54 14.71 0.13
H -9.36 18.92 17.20 0.53
H -14.57 6.10 18.99 0.36
H -14.76 17.42 16.63 -0.42
H -12.62 21.45 21.20 0.39
H -7.60 14.12 16.31 -0.15
H -12.33 14.89 14.48 0.60
H -7.11 18.82 15.73 0.30
H -13.33 22.08 18.83 0.44
H -16.01 16.60 19.57 0.32
H -13.82 15.01 15.43 -0.40
H -9.61 9.19 12.81 0.37
H -12.53 19.65 21.58 0.46
H -10.57 14.00 19.28 -0.32
H -4.45 14.53 16.42 0.42
H -12.15 9.86 18.91 0.50
H -8.98 17.14 13.24 0.42
H -10.67 10.09 23.65 0.29
H -15.44 17.06 14.60 0.20
H -15.08 13.51 18.25 -0.58
H -14.00 20.64 16.94 0.34
H -16.11 19.43 16.99 0.15
H -12.01 11.72 16.25 0.04
H -16.04 13.71 15.93 -0.25
H -14.18 14.07 12.09 0.27
H -13.05 5.41 19.22 0.64
H -6.67 13.32 13.85 0.35
H -10.50 15.00 16.78 -0.51
H -14.11 20.64 21.64 0.44
H -9.16 17.63 19.01 0.53
H -12.21 19.87 17.89 0.23
H -6.59 9.24 14.73 0.25
H -18.49 13.86 15.92 0.32
H -12.16 12.60 14.71 0.26
H -9.30 16.24 14.75 -0.33
H -10.78 11.71 18.23 -0.13
H -15.69 7.32 22.61 0.43
H -11.66 13.90 20.63 0.60
H -7.22 17.12 15.70 0.23
H -9.15 19.22 14.83 0.46
H -16.40 9.55 18.68 0.67
H -13.80 11.14 19.07 -0.66
H -9.96 14.03 20.94 0.50
H -12.62 13.97 17.39 -0.10
H -17.64 15.24 12.06 0.34
H -16.46 14.33 18.87 0.75
H -9.52 15.88 18.98 -0.40
H -19.14 10.14 15.66 0.32
H -11.73 11.41 24.09 0.28
H -11.36 6.09 20.50 0.51
H -3.48 11.75 16.77 0.26
H -15.54 11.28 19.49 0.51
H -5.85 15.35 18.23 0.41
H -16.78 17.21 18.11 0.19
H -19.15 10.42 17.47 0.33
H -19.06 16.73 14.33 0.24
H -8.06 14.34 13.43 0.11
H -13.50 18.58 17.10 0.11
H -11.63 18.92 19.22 -0.02
H -7.07 12.58 18.21 0.18
H -16.04 7.13 20.94 0.38
H -11.16 7.35 19.38 0.42
H -18.28 14.88 17.24 0.29
H -15.15 8.72 17.87 0.16
H -7.22 11.44 15.55 -0.08
H -17.63 12.24 18.20 0.43
H -16.18 9.45 21.35 0.32
H -14.56 10.36 16.38 -0.03
H -17.02 18.09 19.57 0.39
H -10.91 17.02 18.67 -0.26
H -13.84 5.84 21.50 0.40
H -16.53 20.13 18.53 0.44
H -15.47 15.14 17.64 -0.24
H -10.18 13.89 15.65 -0.29
H -16.28 11.55 17.32 -0.83
H -13.10 6.70 18.02 0.15
H -10.15 10.84 13.10 0.27
H -6.31 13.38 19.65 0.43
H -17.78 9.67 16.68 0.26



How do the structures above rank in stability at the extremes? *two* comes first and *one* comes last.